A structure of composition C24H26N4O4SbSeW in a non-equilibrium geometry, computed with ωB97M-V/def2-TZVPD.

Last column: Löwdin charge in e.
Element x y z (Å)
W1 -0.405 -0.530 0.406  1.69
C1 2.260 -2.778 -0.990  -0.01
C2 2.464 -1.299 -0.949  -0.24
C3 3.778 -0.931 -0.927  -0.04
C4 4.186 0.336 -0.916  -0.01
C5 3.210 1.313 -1.107  -0.11
C6 1.874 0.940 -1.040  -0.45
N1 1.456 -0.333 -0.937  -0.05
Sb1 0.609 2.681 -1.541  1.55
C7 0.446 3.431 0.486  -0.50
C8 -0.363 4.452 0.834  -0.13
C9 -0.190 5.035 2.089  -0.06
C10 0.898 4.689 2.833  -0.01
C11 1.739 3.639 2.370  -0.32
C12 2.980 3.161 3.083  -0.01
N2 1.513 3.053 1.202  0.06
C13 -1.394 1.532 -1.797  -0.37
C14 -2.243 2.089 -2.711  -0.12
C15 -3.420 1.361 -3.087  0.00
C16 -3.684 0.186 -2.396  -0.03
C17 -3.018 -0.164 -1.230  -0.30
C18 -3.610 -1.095 -0.244  -0.02
N3 -1.818 0.493 -0.960  -0.09
H1 2.128 -3.161 0.014  0.10
H2 3.101 -3.323 -1.437  0.11
H3 1.359 -3.054 -1.532  0.05
H4 4.449 -1.739 -0.884  0.12
H5 5.190 0.639 -0.843  0.12
H6 3.473 2.327 -1.089  0.08
H7 -1.173 4.798 0.156  0.11
H8 -0.874 5.812 2.475  0.13
H9 1.246 5.262 3.704  0.13
H10 3.798 3.047 2.452  0.05
H11 2.803 2.149 3.502  0.09
H12 3.174 3.703 3.997  0.08
H13 -1.882 3.021 -3.164  0.09
H14 -4.014 1.714 -3.918  0.12
H15 -4.607 -0.370 -2.779  0.16
H16 -3.073 -2.061 -0.328  0.09
H17 -4.679 -1.189 -0.298  0.09
H18 -3.459 -0.686 0.792  0.10
C19 -0.853 -2.068 -2.808  -0.03
C20 -0.706 -2.907 -1.575  -0.42
C21 -0.879 -4.262 -1.528  -0.03
C22 -0.834 -4.649 -0.144  -0.02
C23 -0.698 -3.527 0.606  -0.34
C24 -0.890 -3.292 2.027  -0.04
N4 -0.527 -2.399 -0.297  -0.15
H19 -1.842 -2.254 -3.201  0.08
H20 -0.059 -2.401 -3.560  0.12
H21 -0.662 -1.056 -2.638  0.02
H22 -0.990 -4.985 -2.341  0.13
H23 -0.888 -5.631 0.298  0.12
H24 -1.673 -2.565 2.046  0.06
H25 -0.016 -2.820 2.459  0.07
H26 -1.259 -4.118 2.532  0.08
O1 -0.309 1.695 3.651  -0.35
Se1 -0.293 0.190 3.191  0.96
O2 -1.464 0.077 1.845  -0.58
O3 -0.311 -0.999 4.234  -0.36
O4 0.924 -0.179 1.909  -0.54

Results
- Charge: +1
- HOMO level (spin up / spin down): -10.70 / -10.70 eV
- 2S+1: 3
- LUMO (spin up / spin down): -4.01 / -4.06 eV
- Frontier orbital gap (spin up / spin down): 0.2460 / 0.2441 Ha

---

A structure of composition C15H21NO2S in a non-equilibrium geometry, computed with ωB97M-V/def2-TZVPD.

Last column: Löwdin charge in e.
Element x y z (Å)
O1 -1.179 -1.857 2.964  -0.33
S1 -0.552 -1.944 1.639  0.71
O2 -0.046 -3.283 1.244  -0.33
N1 0.756 -0.803 1.750  -0.08
H1 0.873 -0.509 2.530  -0.06
C1 2.182 -0.961 1.185  -0.19
C2 3.133 0.310 1.660  -0.18
C3 4.169 0.359 0.582  -0.23
C4 3.755 1.334 -0.493  -0.24
C5 2.826 0.826 -1.600  -0.12
C6 1.620 -0.051 -0.886  -0.30
H2 1.105 0.579 -0.386  0.06
C7 1.959 -1.175 -0.518  -0.23
H3 2.817 -1.672 -0.634  0.07
H4 1.175 -2.045 -0.546  0.14
H5 1.060 -0.059 -1.846  0.14
H6 3.461 0.238 -2.204  0.09
H7 2.599 1.679 -2.223  0.10
H8 3.028 2.143 0.017  0.15
H9 4.611 1.908 -0.805  0.09
H10 4.625 -0.508 0.156  0.10
H11 5.034 0.992 1.410  0.19
H12 3.435 -0.167 2.716  0.15
H13 2.447 1.086 1.921  0.09
H14 2.498 -2.290 1.541  0.21
C8 -1.511 -1.278 0.392  -0.18
C9 -2.457 -0.429 0.613  -0.14
C10 -3.497 -0.006 -0.045  -0.29
C11 -4.543 0.701 0.464  0.01
C12 -5.579 1.322 -0.389  -0.06
C13 -5.327 1.304 -1.711  -0.07
C14 -4.066 0.870 -2.393  -0.02
C15 -3.220 0.300 -1.456  -0.02
H15 -2.205 0.024 -2.022  0.15
H16 -3.854 1.133 -3.384  0.08
H17 -6.100 1.810 -2.221  0.08
H18 -6.499 1.476 -0.096  0.05
H19 -4.837 0.649 1.649  0.17
H20 -2.676 -0.501 1.855  0.19
H21 -1.019 -1.503 -0.430  0.04

Results
- Charge: 0
- Energy relative to the best compared isomer or geometry (same formula, charge and spin): 315.2 kcal/mol
- HOMO level: -8.85 eV
- LUMO: -0.48 eV
- Frontier orbital gap: 0.3075 Ha

---

A structure of composition C12H33AgO6 in a non-equilibrium geometry, computed with ωB97M-V/def2-TZVPD.

Last column: Löwdin charge in e.
Element x y z (Å)
Ag1 -0.592 0.115 0.177  0.64
C1 -5.718 2.495 -1.891  -0.12
C2 -4.966 3.283 -0.879  -0.71
C3 -5.749 4.451 -0.397  -0.12
O1 -4.520 2.476 0.176  -0.32
H1 -6.670 2.048 -1.607  0.07
H2 -5.120 1.646 -2.219  0.06
H3 -5.950 3.137 -2.742  0.06
H4 -4.086 3.677 -1.386  0.10
H5 -5.175 5.058 0.304  0.07
H6 -6.714 4.191 0.039  0.07
H7 -5.999 5.093 -1.241  0.06
C4 4.951 -2.090 -2.956  -0.06
C5 4.917 -1.984 -1.398  -0.48
C6 6.258 -1.313 -0.880  -0.04
O2 3.871 -1.262 -0.746  0.00
H8 4.052 -2.576 -3.332  0.07
H9 5.892 -2.592 -3.181  0.07
H10 4.947 -1.090 -3.391  0.07
H11 4.732 -2.984 -1.006  0.14
H12 6.305 -0.384 -1.449  0.08
H13 7.005 -1.982 -1.308  0.06
H14 6.434 -1.258 0.194  0.08
C7 -0.575 -4.956 4.274  -0.11
C8 -0.544 -3.568 4.832  -0.66
C9 0.754 -3.012 5.428  -0.11
O3 -1.156 -2.591 3.985  -0.35
H15 -0.350 -5.619 5.109  0.05
H16 0.248 -5.196 3.600  0.06
H17 -1.540 -5.198 3.828  0.07
H18 -1.214 -3.616 5.690  0.10
H19 1.494 -2.757 4.669  0.05
H20 1.294 -3.762 6.005  0.04
H21 0.741 -2.131 6.069  0.06
C10 1.193 3.709 -3.779  -0.28
O4 0.524 2.625 -3.542  -0.07
H22 0.687 4.473 -3.189  0.09
H23 2.267 3.726 -3.591  0.08
H24 1.106 3.937 -4.841  0.08
H25 0.634 2.078 -4.324  0.09
C11 -1.397 -4.656 -1.937  -0.19
O5 -1.760 -3.320 -2.098  -0.13
H26 -1.023 -4.875 -2.937  0.07
H27 -0.598 -4.780 -1.206  0.08
H28 -2.189 -5.373 -1.721  0.08
H29 -2.391 -3.417 -2.815  0.07
C12 0.827 5.365 2.272  -0.18
O6 0.820 3.991 1.984  -0.13
H30 1.530 5.813 1.568  0.07
H31 -0.153 5.812 2.104  0.08
H32 1.033 5.516 3.331  0.08
H33 1.631 3.631 2.351  0.07

Results
- Charge: -1
- Energy relative to the best compared isomer or geometry (same formula, charge and spin): 147.3 kcal/mol
- HOMO level (spin up / spin down): -2.97 / -2.97 eV
- 2S+1: 2
- LUMO (spin up / spin down): 0.10 / 0.06 eV
- Frontier orbital gap (spin up / spin down): 0.1128 / 0.1114 Ha

---

A cluster of 2 separate species, C2H3I in total in a non-equilibrium geometry, computed with ωB97M-V/def2-TZVPD.

Last column: Löwdin charge in e.
Element x y z (Å)
C1 0.358 0.077 0.923  0.00
C2 -0.558 0.367 0.061  0.17
I1 -0.021 -0.855 -3.189  -0.29
H1 0.405 0.426 1.900  0.07
H2 1.264 -0.360 0.783  0.05
H3 -1.449 0.345 -0.478  -0.01

Results
- Charge: 0
- Energy relative to the best compared isomer or geometry (same formula, charge and spin): 84.9 kcal/mol
- HOMO level (spin up / spin down): -8.43 / -8.43 eV
- LUMO (spin up / spin down): -2.86 / -2.86 eV
- Frontier orbital gap (spin up / spin down): 0.2047 / 0.2047 Ha

---

A cluster of 3 separate species, C23H46O12P2 in total in a non-equilibrium geometry, computed with ωB97M-V/def2-TZVPD.

Last column: Löwdin charge in e.
Element x y z (Å)
C1 6.404 -3.020 0.401  -0.08
C2 6.622 -4.013 -0.858  -0.24
O1 7.204 -3.227 -1.925  -0.20
C3 6.347 -3.133 -3.085  -0.22
C4 4.873 -2.570 -2.810  -0.17
C5 4.816 -1.163 -2.039  -0.18
C6 3.791 -1.179 -0.798  -0.20
C7 2.273 -0.756 -1.223  -0.09
C8 1.461 -2.145 -1.360  -0.07
C9 0.899 -2.937 -0.315  0.10
C10 0.252 -4.215 -1.001  -0.35
O2 -0.564 -5.042 -0.575  0.09
O3 0.831 -4.336 -2.311  0.08
C11 1.117 -2.985 -2.669  -0.32
O4 1.112 -2.411 -3.770  0.11
H1 6.668 -1.956 0.050  0.08
H2 7.141 -3.309 1.235  0.08
H3 5.359 -3.063 0.849  0.06
H4 5.695 -4.606 -1.149  0.12
H5 7.396 -4.793 -0.501  0.12
H6 6.269 -4.127 -3.666  0.13
H7 6.877 -2.408 -3.812  0.13
H8 4.367 -2.452 -3.835  0.12
H9 4.241 -3.328 -2.213  0.10
H10 4.385 -0.398 -2.790  0.11
H11 5.837 -0.781 -1.713  0.11
H12 3.723 -2.253 -0.384  0.09
H13 4.200 -0.541 0.054  0.11
H14 2.297 -0.167 -2.197  0.12
H15 1.767 -0.169 -0.369  0.12
H16 0.928 -2.675 0.791  0.14
O5 1.289 5.026 0.321  -0.23
P1 1.143 4.888 1.840  0.71
O6 1.967 3.461 1.992  -0.23
C12 3.386 3.490 1.921  -0.30
C13 3.986 3.966 3.230  -0.09
O7 -0.393 4.255 1.795  -0.24
C14 -1.308 4.672 0.784  -0.30
C15 -1.397 3.622 -0.306  -0.07
O8 0.988 4.885 3.543  -0.22
C16 0.130 5.871 4.123  -0.29
C17 -1.206 5.259 4.505  -0.07
H17 3.711 4.119 1.087  0.11
H18 3.717 2.469 1.716  0.11
H19 3.744 5.017 3.408  0.07
H20 5.075 3.865 3.216  0.08
H21 3.592 3.394 4.072  0.08
H22 -1.034 5.649 0.380  0.11
H23 -2.289 4.787 1.255  0.11
H24 -0.416 3.391 -0.727  0.07
H25 -2.055 3.955 -1.113  0.08
H26 -1.790 2.686 0.100  0.06
H27 -0.002 6.722 3.450  0.11
H28 0.627 6.233 5.026  0.11
H29 -1.866 5.188 3.639  0.06
H30 -1.718 5.876 5.246  0.08
H31 -1.083 4.247 4.899  0.09
O9 -3.833 -0.664 -1.773  -0.23
P2 -5.157 -0.844 -1.024  0.71
O10 -4.611 -0.368 0.463  -0.22
C18 -4.423 1.018 0.702  -0.31
C19 -5.746 1.707 0.978  -0.08
O11 -4.992 -2.483 -0.806  -0.23
C20 -4.342 -3.271 -1.801  -0.29
C21 -2.923 -3.586 -1.369  -0.08
O12 -6.705 -1.004 -0.314  -0.22
C22 -7.726 -1.618 -1.105  -0.29
C23 -7.938 -3.060 -0.679  -0.07
H32 -3.907 1.481 -0.145  0.09
H33 -3.774 1.109 1.577  0.12
H34 -6.375 1.711 0.084  0.07
H35 -5.586 2.745 1.285  0.07
H36 -6.299 1.189 1.763  0.08
H37 -4.367 -2.779 -2.775  0.11
H38 -4.904 -4.204 -1.902  0.11
H39 -2.359 -2.677 -1.145  0.08
H40 -2.395 -4.143 -2.147  0.08
H41 -2.927 -4.183 -0.455  0.08
H42 -7.492 -1.550 -2.171  0.11
H43 -8.646 -1.056 -0.928  0.11
H44 -7.190 -3.714 -1.128  0.06
H45 -8.915 -3.422 -1.004  0.08
H46 -7.853 -3.172 0.405  0.09

Results
- Charge: 0
- Energy relative to the best compared isomer or geometry (same formula, charge and spin): 102.4 kcal/mol
- HOMO level: -9.71 eV
- LUMO: -1.60 eV
- Frontier orbital gap: 0.2982 Ha

---

A structure of composition C24H32Br2N4OPPd, computed with ωB97M-V/def2-TZVPD.

Last column: Löwdin charge in e.
Element x y z (Å)
Pd1 -0.698 0.236 0.699  0.85
C1 -1.914 2.951 0.312  -0.16
C2 -1.416 3.201 1.740  -0.16
N1 -0.920 1.963 2.382  -0.08
C3 -1.727 1.459 3.519  -0.16
C4 -1.910 -0.045 3.456  -0.16
N2 -2.270 -0.509 2.095  -0.13
C5 -3.597 -0.112 1.583  -0.16
C6 -3.630 1.289 0.996  -0.15
N3 -2.447 1.574 0.149  -0.12
H1 -1.091 3.056 -0.393  0.09
H2 -2.665 3.698 0.046  0.14
H3 -2.202 3.636 2.356  0.12
H4 -0.622 3.945 1.701  0.13
H5 0.041 2.077 2.678  0.11
H6 -2.691 1.962 3.508  0.11
H7 -1.268 1.720 4.473  0.14
H8 -2.663 -0.354 4.186  0.14
H9 -0.977 -0.546 3.712  0.11
H10 -2.233 -1.523 2.100  0.11
H11 -3.859 -0.831 0.805  0.11
H12 -4.361 -0.198 2.360  0.14
H13 -3.686 2.045 1.773  0.11
H14 -4.545 1.397 0.411  0.14
H15 -2.697 1.447 -0.826  0.11
C7 0.239 1.657 -2.433  0.00
C8 1.451 1.189 -1.721  -0.23
C9 2.701 1.191 -2.418  0.06
C10 3.840 0.857 -1.775  0.04
C11 3.770 0.484 -0.401  -0.13
C12 4.915 0.171 0.359  -0.60
Br1 6.612 0.184 -0.337  1.05
C13 4.787 -0.161 1.711  -0.03
C14 3.489 -0.255 2.345  -0.58
Br2 3.435 -0.714 4.070  1.18
C15 2.277 -0.032 1.593  -0.38
O1 1.152 -0.222 2.060  -0.03
C16 2.464 0.445 0.202  -0.10
N4 1.355 0.810 -0.441  0.13
H16 0.198 1.239 -3.441  0.11
H17 0.292 2.746 -2.550  0.12
H18 -0.662 1.401 -1.882  0.03
H19 2.716 1.483 -3.460  0.15
H20 4.794 0.876 -2.285  0.11
H21 5.676 -0.373 2.296  0.12
C17 -1.807 -3.081 -0.205  -0.22
P1 -1.206 -1.527 -0.927  0.86
C18 -2.379 -1.193 -2.264  -0.23
C19 0.360 -1.999 -1.726  -0.39
C20 1.390 -2.474 -0.912  -0.12
C21 2.604 -2.864 -1.460  -0.06
C22 2.812 -2.770 -2.836  -0.05
C23 1.802 -2.292 -3.651  -0.04
C24 0.577 -1.914 -3.099  -0.08
H22 -1.842 -3.849 -0.978  0.08
H23 -2.815 -2.958 0.198  0.05
H24 -1.140 -3.416 0.588  0.05
H25 -2.443 -2.061 -2.923  0.07
H26 -2.090 -0.323 -2.853  0.04
H27 -3.371 -1.017 -1.843  0.05
H28 1.230 -2.576 0.158  0.10
H29 3.378 -3.282 -0.826  0.12
H30 3.749 -3.097 -3.269  0.12
H31 1.948 -2.241 -4.722  0.12
H32 -0.211 -1.575 -3.762  0.11

Results
- Charge: +3
- Energy relative to the best compared isomer or geometry (same formula, charge and spin): 10.7 kcal/mol
- HOMO level (spin up / spin down): -16.01 / -17.13 eV
- 2S+1: 5
- LUMO (spin up / spin down): -9.47 / -13.35 eV
- Frontier orbital gap (spin up / spin down): 0.2404 / 0.1392 Ha

---

An isolated molecule of CH4N4O2S in a non-equilibrium geometry, computed with ωB97M-V/def2-TZVPD.

Last column: Löwdin charge in e.
Element x y z (Å)
C1 0.340 0.182 0.131  -0.40
N1 2.574 0.316 -0.519  0.14
N2 1.631 0.494 0.239  0.01
N3 -0.151 -1.153 0.528  -0.07
N4 -0.508 1.170 0.239  0.21
O1 -1.836 -1.076 -1.524  -0.50
O2 -2.495 -0.295 0.627  -0.50
S1 -1.866 -1.396 -0.071  0.69
H1 3.490 0.531 -0.117  0.11
H2 0.434 -1.909 0.239  0.07
H3 -0.101 2.157 0.015  0.19
H4 -1.512 0.981 0.213  0.06

Results
- Charge: 0
- HOMO level (spin up / spin down): -8.52 / -8.68 eV
- 2S+1: 3
- LUMO (spin up / spin down): -0.08 / -3.14 eV
- Frontier orbital gap (spin up / spin down): 0.3102 / 0.2037 Ha

---

An isolated molecule of C9H7FN2O2 in a non-equilibrium geometry, computed with ωB97M-V/def2-TZVPD.

Last column: Löwdin charge in e.
Element x y z (Å)
C1 -0.866 -0.653 0.635  -0.03
C2 0.897 0.711 -0.241  -0.01
C3 -1.620 0.463 0.929  -0.04
C4 0.142 1.864 -0.031  -0.02
C5 0.362 -0.575 -0.023  -0.17
C6 -1.145 1.716 0.556  -0.29
C7 1.261 -1.667 -0.427  0.01
C8 0.607 -3.229 -0.853  -0.22
C9 -1.840 3.044 0.771  -0.05
N1 1.546 -3.952 -1.323  0.06
N2 2.497 -1.779 -0.778  -0.17
O1 3.566 -1.289 -0.702  0.08
O2 2.656 -3.286 -1.425  -0.01
F1 -0.588 -3.676 -0.609  0.13
H1 -1.291 -1.641 0.739  0.11
H2 1.881 0.609 -0.692  0.11
H3 -2.719 0.452 1.153  0.13
H4 0.420 2.888 -0.306  0.12
H5 -2.735 2.832 1.313  0.06
H6 -1.132 3.639 1.516  0.13
H7 -1.899 3.530 -0.200  0.08

Results
- Charge: 0
- Energy relative to the best compared isomer or geometry (same formula, charge and spin): 17.3 kcal/mol
- HOMO level (spin up / spin down): -8.95 / -8.94 eV
- LUMO (spin up / spin down): 0.01 / 0.01 eV
- Frontier orbital gap (spin up / spin down): 0.3291 / 0.3291 Ha

---

Which of these has the lowest charge?
C12H33AgO6